Record 1
Entry from the Open Molecules 2025 dataset: C23H31NO4 in the gas phase in a non-equilibrium geometry (the ωB97M-V functional and the def2-TZVPD basis).

## Properties
- Gap between HOMO and LUMO: 0.3119 Eh
- Relative energy (zero: lowest compared OMol25 entry of this formula, charge and spin): 541.8 kcal per mole
- SMILES: COc1ccc(CC2(CO)CCN(Cc3cccc(OC)c3OC)CC2)cc1
- 2S+1: 1

Cartesian coordinates (Å):
C 1.68 -6.07 1.78
O 0.33 -5.84 1.97
C -0.18 -4.50 1.51
C 0.39 -3.57 0.71
C 0.04 -2.30 0.33
C -1.20 -1.88 0.73
C -1.80 -0.70 -0.05
C -1.64 0.44 1.00
C -2.14 0.11 2.42
O -3.55 0.00 2.43
C 0.04 0.78 1.28
C 0.24 2.08 1.98
N -0.28 3.25 1.30
C 0.32 3.66 -0.18
C 0.38 2.90 -1.19
C -0.79 3.19 -2.02
C -0.57 2.29 -3.39
C 0.42 1.60 -3.48
C 1.42 1.34 -2.57
O 2.31 0.37 -2.96
C 2.65 -0.27 -3.86
C 1.49 2.06 -1.58
O 2.34 2.08 -0.64
C 3.80 1.76 -0.94
C -1.72 2.85 1.09
C -2.08 1.74 0.52
C -2.06 -2.95 1.23
C -1.49 -4.11 1.68
H 2.32 -5.46 2.18
H 1.86 -6.08 0.63
H 1.84 -7.07 2.17
H 1.55 -3.79 0.41
H 0.87 -1.77 -0.23
H -3.11 -0.80 0.01
H -1.30 -0.52 -0.86
H -1.93 0.98 3.30
H -1.67 -0.80 3.05
H -3.85 -0.91 1.90
H 0.39 0.56 0.09
H 0.51 -0.02 1.74
H 1.35 2.14 1.91
H -0.06 1.98 3.06
H -0.12 4.79 -0.23
H 1.31 3.86 0.49
H -1.52 3.94 -1.84
H -1.46 2.62 -4.00
H 0.55 1.05 -4.38
H 1.63 -0.97 -4.14
H 3.53 -0.85 -4.03
H 2.55 0.33 -4.73
H 4.29 2.22 -0.08
H 3.99 2.40 -1.83
H 4.10 0.62 -1.17
H -2.04 3.83 0.59
H -1.95 3.10 2.24
H -3.34 1.65 0.50
H -1.77 1.84 -0.58
H -2.86 -2.74 1.46
H -2.08 -4.83 2.41



Record 2
Entry from the Open Molecules 2025 dataset: C18H20ClNOS in the gas phase (the ωB97M-V functional and the def2-TZVPD basis).

## Properties
- Gap between HOMO and LUMO: 0.3423 Eh
- Relative energy (zero: lowest compared OMol25 entry of this formula, charge and spin): 1.1 kcal per mole
- SMILES: O=C(CCSCc1ccc(Cl)cc1)NCCc1ccccc1
- 2S+1: 1

Cartesian coordinates (Å):
O 0.19 -2.75 0.18
C -0.16 -1.73 0.74
C 0.84 -0.79 1.40
C 0.90 0.57 0.70
S 0.73 0.45 -1.11
C 2.08 -0.70 -1.55
C 3.39 -0.27 -0.97
C 4.12 -1.14 -0.17
C 5.32 -0.75 0.38
C 5.80 0.53 0.13
Cl 7.30 1.03 0.83
C 5.09 1.41 -0.66
C 3.88 1.00 -1.21
N -1.44 -1.34 0.85
C -2.51 -1.98 0.13
C -3.04 -1.08 -1.00
C -3.60 0.19 -0.43
C -4.86 0.22 0.14
C -5.36 1.37 0.71
C -4.59 2.53 0.71
C -3.33 2.52 0.14
C -2.84 1.36 -0.43
H 0.57 -0.65 2.45
H 1.82 -1.27 1.37
H 1.84 1.07 0.92
H 0.08 1.21 1.01
H 1.79 -1.70 -1.22
H 2.09 -0.67 -2.64
H 3.74 -2.14 0.01
H 5.89 -1.43 1.00
H 5.47 2.40 -0.85
H 3.32 1.69 -1.83
H -1.65 -0.43 1.24
H -3.32 -2.21 0.83
H -2.11 -2.91 -0.28
H -3.81 -1.63 -1.54
H -2.22 -0.86 -1.68
H -5.47 -0.68 0.14
H -6.35 1.38 1.15
H -4.98 3.43 1.16
H -2.73 3.42 0.14
H -1.86 1.35 -0.88



Record 3
Entry from the Open Molecules 2025 dataset: 2 unconnected molecules or ions with the total composition C6H13P in a non-equilibrium geometry (the ωB97M-V functional and the def2-TZVPD basis).

## Properties
- Gap between HOMO and LUMO (alpha / beta): 0.2594 / 0.3541 Eh
- Relative energy (zero: lowest compared OMol25 entry of this formula, charge and spin): 105.1 kcal per mole
- 2S+1: 1

Cartesian coordinates (Å):
C 0.70 1.02 0.54
C -0.02 -0.22 0.38
C 0.61 2.34 -0.10
C -0.63 -0.88 1.60
C -0.37 -1.75 -1.61
C -0.81 -0.47 -0.90
P 1.89 -0.30 0.54
H 0.30 1.80 3.01
H 1.33 3.02 0.35
H -0.39 2.75 0.02
H 0.84 2.28 -1.17
H 0.01 -0.71 2.47
H -0.76 -1.95 1.45
H -1.61 -0.44 1.81
H -0.41 -2.59 -0.93
H 0.65 -1.65 -1.97
H -1.02 -1.95 -2.46
H -1.87 -0.55 -0.64
H -0.70 0.38 -1.58
H 2.26 -0.12 -0.81



Record 4
Entry from the Open Molecules 2025 dataset: a gas-phase ion, C5H4NO4 (charge -1) in a non-equilibrium geometry (the ωB97M-V functional and the def2-TZVPD basis).

## Properties
- Gap between HOMO and LUMO: 0.3117 Eh
- Relative energy (zero: lowest compared OMol25 entry of this formula, charge and spin): 16.1 kcal per mole
- Total charge: -1
- SMILES: CC(=O)[C@@](O)(C#N)C(=O)[O-]
- 2S+1: 1

Cartesian coordinates (Å):
C 0.01 -1.02 0.70
C 0.87 -0.22 -0.18
O 2.07 -0.12 -0.11
C 0.17 0.71 -1.48
O 1.17 1.08 -2.38
C -1.04 0.13 -1.95
N -2.07 -0.32 -2.33
C -0.24 2.19 -0.61
O 0.42 3.06 -1.12
O -0.98 2.04 0.33
H -0.83 -1.67 0.28
H -0.73 -0.39 1.32
H 0.44 -1.74 1.28
H 1.38 1.95 -2.10



Record 5
Entry from the Open Molecules 2025 dataset: 4 unconnected molecules or ions with the total composition C4H14O4 in a non-equilibrium geometry (the ωB97M-V functional and the def2-TZVPD basis).

## Properties
- Gap between HOMO and LUMO: 0.3356 Eh
- Relative energy (zero: lowest compared OMol25 entry of this formula, charge and spin): 27.5 kcal per mole
- SMILES: C/C=C(/C)O.O.O.O
- 2S+1: 1

Cartesian coordinates (Å):
C 1.50 2.54 -2.43
C 1.13 1.12 -2.82
C 0.88 0.22 -1.86
C 0.82 -1.27 -1.90
O 0.51 0.64 -0.61
H 1.62 3.09 -3.36
H 2.42 2.63 -1.85
H 0.72 3.15 -1.97
H 1.30 0.95 -3.87
H 1.66 -1.77 -2.40
H 0.05 -1.58 -2.62
H 0.76 -1.69 -0.91
H 0.44 1.59 -0.56
O -3.32 -0.30 3.40
H -2.67 -0.08 4.10
H -3.24 0.53 2.89
O -0.80 1.48 1.94
H -0.31 2.17 1.49
H -0.37 0.73 1.47
O -1.01 -4.81 3.60
H -0.43 -4.20 4.03
H -1.65 -5.12 4.24



Record 6
Entry from the Open Molecules 2025 dataset: C7H10 in the gas phase (the ωB97M-V functional and the def2-TZVPD basis).

## Properties
- Gap between HOMO and LUMO: 0.4025 Eh
- Relative energy (zero: lowest compared OMol25 entry of this formula, charge and spin): 58.0 kcal per mole
- SMILES: C#CC[C@@H]1C[C@@H]1C
- 2S+1: 1

Cartesian coordinates (Å):
C -1.98 -2.26 -0.64
C -0.92 -1.74 -0.88
C 0.27 -0.91 -1.12
C -0.11 0.52 -0.79
C 0.88 1.59 -0.43
C -0.05 1.04 0.62
C 0.49 0.22 1.77
H -2.94 -2.68 -0.43
H 1.12 -1.25 -0.52
H 0.59 -1.00 -2.17
H -0.98 0.85 -1.36
H 0.70 2.59 -0.82
H 1.92 1.31 -0.35
H -0.89 1.67 0.90
H 0.79 0.88 2.59
H -0.26 -0.48 2.15
H 1.37 -0.36 1.49



- Number 4 is which compound?
  C5H4NO4



- What is the relative energy (zero: lowest compared OMol25 entry of this formula, charge and spin) in the first record?
  541.8 kcal per mole



- What is the formula in the fifth record?
  C4H14O4